Entry 1:
DFT (the ωB97M-V functional and the def2-TZVPD basis) results for a molecular structure, C15H35CuN6O8 in a non-equilibrium geometry.

Structure (XYZ):
```
65
C15H35CuN6O8 | the OMol25 dataset | the ωB97M-V functional and the def2-TZVPD basis
Cu -1.038 -1.341 2.453
N 0.283 -0.548 -1.302
O 0.909 -1.304 -0.601
O 0.606 -0.223 -2.392
O -0.748 -0.152 -0.760
C 0.827 -5.757 5.811
C 1.662 -5.257 4.625
O 1.137 -4.511 3.840
N 2.911 -5.646 4.430
C 3.679 -6.537 5.250
H 1.078 -5.306 6.771
H 1.065 -6.776 6.116
H -0.230 -5.884 5.578
H 3.256 -5.158 3.616
H 4.640 -6.679 4.755
H 3.213 -7.511 5.404
H 3.901 -6.084 6.216
C -2.460 4.055 2.167
C -3.574 3.097 2.254
O -3.331 1.936 2.667
N -4.812 3.575 2.134
C -5.973 2.707 1.957
H -2.612 4.891 1.484
H -1.531 3.578 1.855
H -2.240 4.428 3.168
H -4.896 4.575 2.022
H -5.982 1.859 2.642
H -6.049 2.222 0.984
H -6.890 3.263 2.152
C 3.555 2.742 4.160
C 3.320 1.302 3.792
O 2.139 0.966 3.635
N 4.381 0.445 3.743
C 5.788 0.802 4.039
H 2.566 3.199 4.135
H 4.249 3.317 3.546
H 3.933 2.757 5.183
H 4.162 -0.344 3.152
H 6.230 -0.083 4.496
H 5.964 1.594 4.768
H 6.314 1.116 3.138
C 0.365 4.139 -6.092
C -1.019 4.536 -5.687
O -1.705 5.222 -6.468
N -1.450 4.124 -4.494
C -2.758 4.271 -3.946
H 0.962 5.047 -6.177
H 0.468 3.644 -7.057
H 0.911 3.607 -5.312
H -1.067 3.306 -4.042
H -2.997 3.255 -3.631
H -3.521 4.721 -4.581
H -2.758 4.843 -3.018
C -2.481 -1.347 -6.700
C -1.861 -2.752 -6.363
O -2.495 -3.746 -6.740
N -0.631 -2.943 -5.735
C 0.066 -4.233 -5.478
H -1.796 -0.595 -7.091
H -3.002 -1.076 -5.781
H -3.291 -1.553 -7.400
H -0.193 -2.204 -5.204
H -0.308 -5.089 -6.041
H 0.059 -4.593 -4.449
H 1.100 -3.909 -5.597
```

Summary:
Frontier orbital gap (alpha / beta) ... 4.8 / 3.4 eV
Lowest unoccupied orbital energy (alpha / beta) ... -6.13 / -7.58 eV
Net charge ... +1
Spin multiplicity ... 2

---

Entry 2:
DFT (the ωB97M-V functional and the def2-TZVPD basis) results for a molecular structure, C6H19AgNa2O9P2 in a non-equilibrium geometry.

Structure (XYZ):
```
39
C6H19AgNa2O9P2 | the OMol25 dataset | the ωB97M-V functional and the def2-TZVPD basis
Na 12.309 -19.615 -3.865
Na 13.684 -22.816 -3.769
Ag 15.511 -20.580 -1.899
O 13.380 -20.606 -2.005
H 12.760 -20.987 -1.353
C 17.972 -19.517 2.103
O 16.745 -20.125 2.650
P 15.378 -20.221 1.751
O 15.468 -20.590 0.296
O 14.553 -21.371 2.471
C 14.120 -21.238 3.849
O 14.469 -18.872 2.072
C 13.205 -18.859 1.626
H 17.942 -18.440 2.271
H 18.142 -19.799 1.064
H 18.790 -20.006 2.632
H 14.551 -21.964 4.538
H 13.084 -21.577 3.867
H 13.970 -20.237 4.254
H 12.841 -17.872 1.342
H 12.440 -19.222 2.313
H 13.011 -19.425 0.715
C 9.187 -22.751 -1.453
O 9.570 -23.911 -0.702
P 9.984 -23.960 0.890
O 8.993 -23.305 1.741
O 10.086 -25.524 1.276
C 11.067 -26.338 0.634
O 11.463 -23.406 0.863
C 11.589 -21.956 0.812
H 8.606 -23.097 -2.307
H 10.020 -22.103 -1.723
H 8.470 -22.160 -0.882
H 11.121 -26.339 -0.455
H 11.023 -27.210 1.287
H 12.016 -25.835 0.819
H 11.000 -21.446 1.575
H 11.476 -21.534 -0.187
H 12.625 -21.740 1.072
```

Summary:
Frontier orbital gap (alpha / beta) ... 7.9 / 4.1 eV
Lowest unoccupied orbital energy (alpha / beta) ... -10.70 / -14.42 eV
Net charge ... +3
Spin multiplicity ... 2

---

Entry 3:
DFT (the ωB97M-V functional and the def2-TZVPD basis) results for a molecular structure, C5H8O2 in a non-equilibrium geometry.

Structure (XYZ):
```
15
C5H8O2 | the OMol25 dataset | the ωB97M-V functional and the def2-TZVPD basis
C -0.682 1.324 -0.233
C -0.127 -0.021 0.220
C -1.215 -0.936 0.781
C 1.077 -0.738 -0.862
C 1.843 0.218 -0.041
O 2.661 1.061 -0.257
O 0.992 0.170 1.086
H 0.131 1.992 -0.533
H -1.349 1.144 -1.076
H -1.259 1.850 0.545
H -0.801 -1.855 1.204
H -1.830 -0.470 1.571
H -1.901 -1.179 -0.034
H 1.041 -1.743 -0.449
H 1.420 -0.818 -1.922
```

Summary:
Frontier orbital gap ... 11.3 eV
Lowest unoccupied orbital energy ... 0.78 eV
Net charge ... 0

---

Entry 4:
DFT (the ωB97M-V functional and the def2-TZVPD basis) results for a gas-phase ion, C10H19N2 (charge +1) in a non-equilibrium geometry.

Structure (XYZ):
```
31
C10H19N2 | the OMol25 dataset | the ωB97M-V functional and the def2-TZVPD basis
C -4.695 0.356 -0.082
N -3.322 0.166 0.029
C -2.424 0.778 -0.557
C -1.065 0.230 -0.212
N -0.014 1.126 0.136
C 1.361 0.953 -0.027
C 1.912 2.107 -0.871
C 2.111 1.028 1.326
C 1.487 -0.507 -0.603
C 0.624 -1.423 0.297
C 1.007 -2.879 0.328
C -0.766 -1.170 -0.242
H -5.106 -0.561 -0.476
H -5.068 1.152 -0.579
H -5.029 0.335 0.920
H -2.622 1.711 -1.178
H -0.341 2.010 0.547
H 1.397 3.006 -0.567
H 1.649 1.936 -1.859
H 3.038 2.378 -0.694
H 2.857 0.156 1.308
H 1.455 0.841 2.250
H 2.462 2.061 1.533
H 2.570 -0.872 -0.513
H 1.187 -0.716 -1.648
H 0.788 -0.885 1.293
H 1.503 -3.129 -0.668
H 0.032 -3.296 0.501
H 1.737 -3.298 1.059
H -0.946 -1.682 -1.275
H -1.653 -1.604 0.454
```

Summary:
Frontier orbital gap ... 9.1 eV
Lowest unoccupied orbital energy ... -4.89 eV
SMILES string ... C/N=C/C1=[NH+]C(C)(C)C[C@H](C)C1
Net charge ... +1

---

Entry 5:
DFT (the ωB97M-V functional and the def2-TZVPD basis) results for a molecular structure, C4H5NS in a non-equilibrium geometry.

Structure (XYZ):
```
11
C4H5NS | the OMol25 dataset | the ωB97M-V functional and the def2-TZVPD basis
C 1.194 0.146 0.068
C 0.106 -1.062 0.043
C -1.318 -0.723 0.013
C -2.279 0.050 -0.398
H 1.762 1.909 0.106
H -0.238 1.553 0.629
H 0.126 -1.813 -0.734
H 0.465 -1.389 0.951
H -3.374 0.365 -0.293
N 0.753 1.346 -0.156
S 2.802 -0.383 -0.229
```

Summary:
Frontier orbital gap ... 8.6 eV
Lowest unoccupied orbital energy ... 0.00 eV
Net charge ... 0

---

Entry 6:
DFT (the ωB97M-V functional and the def2-TZVPD basis) results for 13 unconnected molecules or ions with the total composition C6H33O14 in a non-equilibrium geometry.

Structure (XYZ):
```
53
C6H33O14 | the OMol25 dataset | the ωB97M-V functional and the def2-TZVPD basis
O -0.996 1.576 -1.898
C -0.431 0.489 -1.617
O -0.967 -0.631 -1.787
C 1.096 0.564 -1.440
C 1.678 -0.277 -0.345
C 1.167 0.256 1.031
C 2.102 1.012 3.233
C 2.150 0.254 2.148
H 1.464 0.334 -2.439
H 1.269 1.624 -1.290
H 1.542 -1.352 -0.261
H 2.760 -0.138 -0.322
H 0.314 -0.372 1.297
H 0.696 1.224 0.851
H 1.277 1.682 3.409
H 2.956 0.989 3.904
H 2.798 -0.623 2.076
H 3.555 0.518 -3.049
H 2.321 1.276 -3.405
O 3.104 0.896 -3.819
H -1.613 4.426 -1.505
H -0.418 3.347 -1.604
O -0.670 4.281 -1.534
H -3.424 1.123 0.275
H -3.128 1.813 1.587
O -3.316 0.936 1.236
H -0.287 -3.679 2.416
H 0.978 -3.472 1.525
O 0.644 -3.439 2.427
H 0.238 -3.044 -2.673
H 0.089 -2.098 -1.471
O 0.565 -2.911 -1.779
H -1.090 0.747 4.024
H -1.871 0.581 2.775
O -1.099 1.056 3.110
H -2.650 -2.789 -2.802
H -2.168 -1.664 -1.988
O -2.995 -2.174 -2.149
H 4.126 -2.133 -1.361
H 3.037 -1.946 -2.421
O 3.965 -1.770 -2.235
H -3.567 0.605 -2.263
H -2.611 1.565 -1.603
O -3.533 1.211 -1.512
H -2.400 -2.223 -0.075
H -2.978 -2.064 1.288
O -2.153 -2.320 0.856
H -0.412 -2.408 2.962
H -1.174 -1.384 2.390
O -1.188 -1.882 3.217
H 0.402 4.153 1.649
H 0.333 4.496 0.178
O 0.514 3.756 0.779
```

Summary:
Frontier orbital gap ... 9.3 eV
Lowest unoccupied orbital energy ... 2.68 eV
Net charge ... -1

---

Calculated energy (eV), listed in the same order as above: -86068.4861, -56341.3604, -9408.3767, -13649.2488, -16549.1484, -35424.9885